A cluster of 3 separate species, C5H9N2O2 in total, computed with ωB97M-V/def2-TZVPD.

XYZ file:
```
18
Properties=species:S:1:pos:R:3:nbo_charge:R:1
C 0.07565 -1.49941 0.81589 0.222
C -0.36485 -0.09190 0.87446 0.199
C -0.24695 -2.33149 -0.34200 -0.648
C -0.85558 0.71622 -0.25461 -0.668
C 0.67552 -0.79617 4.23447 0.695
N 0.61847 -1.83229 1.93924 -0.085
N -0.04527 0.37847 2.04017 -0.035
O 0.55900 -0.66678 2.70435 -0.157
O 0.39102 0.07484 4.92609 -0.320
H -0.35947 -3.33080 0.11133 0.274
H -1.06652 -1.83018 -0.74176 0.238
H 0.68472 -2.22363 -0.97718 0.275
H 0.10366 1.00913 -0.79290 0.276
H -1.37012 -0.01587 -0.87422 0.239
H -1.51070 1.63476 -0.00954 0.291
H 1.14417 -1.70608 4.27672 0.203
H -2.52522 0.76585 3.28234 0.003
H -2.16621 1.41794 2.75021 -0.003
```

The calculation puts the total energy at -455.4296 Eh. The energy above the lowest of the compared OMol25 structures with the same formula, charge and spin comes out at 186.45 kcal per mole. Its charge is +1. The value obtained for the HOMO energy is -16.0 eV. The value obtained for the HOMO-LUMO gap is 11.18 eV. As for the largest force on an atom: 3.92 eV/A.

A structure of composition C20H25NO3S3Tl, computed with ωB97M-V/def2-TZVPD.

XYZ file:
```
53
Properties=species:S:1:pos:R:3:nbo_charge:R:1
Tl -1.10906 -0.38211 2.14871 0.848
C -1.03790 2.62100 -2.80051 -0.684
C -1.36462 1.68418 -1.67472 -0.127
S -1.31027 2.17827 -0.13383 0.104
C -1.74893 0.28057 -2.04203 -0.132
C -2.48934 0.05132 -3.33437 -0.689
S -1.33063 -0.97982 -1.11638 0.120
H -0.59656 3.53567 -2.41803 0.247
H -1.94517 2.88049 -3.35004 0.250
H -0.35632 2.14936 -3.51316 0.237
H -2.57099 0.93395 -3.95972 0.224
H -3.49682 -0.29561 -3.09855 0.261
H -2.01008 -0.74520 -3.90130 0.257
C 1.50904 -5.11152 3.13362 -0.255
O 1.98949 -3.81008 3.45176 -0.498
C 1.16021 -2.98538 4.12032 0.319
C -0.05780 -3.35954 4.67696 -0.288
C -0.80240 -2.43742 5.40212 -0.184
C -0.35181 -1.13953 5.57954 -0.250
C 0.85037 -0.75340 5.00164 -0.228
C 1.58927 -1.66011 4.26608 0.149
N 2.84992 -1.25033 3.74032 -0.514
C 3.46647 -1.47152 2.58660 0.236
C 3.07970 -1.99917 1.35371 -0.298
C 4.14942 -2.28985 0.44647 -0.117
C 3.92291 -2.86467 -0.75969 -0.290
C 2.58918 -3.18667 -1.12615 -0.138
C 1.53126 -2.89441 -0.32089 -0.274
C 1.71210 -2.23563 0.93998 0.471
O 0.74004 -1.87640 1.65784 -0.800
H 2.28897 -5.58289 2.54355 0.211
H 0.59001 -5.04717 2.54745 0.188
H 1.33383 -5.69972 4.03600 0.187
H -0.42295 -4.36865 4.55884 0.233
H -1.74180 -2.74797 5.83977 0.229
H -0.92827 -0.43074 6.15761 0.230
H 1.21063 0.26292 5.10199 0.229
H 3.41571 -0.75968 4.41754 0.413
H 4.51206 -1.17757 2.63923 0.205
H 5.16417 -2.07217 0.76150 0.211
H 4.74048 -3.10235 -1.42491 0.228
H 2.41157 -3.67948 -2.07460 0.222
H 0.52346 -3.16106 -0.60532 0.218
C 1.61838 3.66574 1.88639 -0.826
S 2.21131 1.98428 2.03707 1.270
C 2.64965 1.72988 0.32010 -0.824
O 1.01471 1.10882 2.27976 -1.055
H 0.81390 3.68802 1.15240 0.245
H 2.44487 4.30737 1.58251 0.245
H 1.25416 3.97413 2.86406 0.250
H 1.76923 1.90585 -0.29810 0.238
H 2.97909 0.69558 0.22393 0.253
H 3.46030 2.40679 0.05212 0.242
```

The calculation puts the total energy at -2424.3769 Eh. Its charge is +1. The value obtained for the HOMO energy is -10.5 eV. The value obtained for the HOMO-LUMO gap is 6.32 eV. As for the largest force on an atom: 0.30 eV/A.

A cluster of 2 separate species, C4H8O2 in total, computed with ωB97M-V/def2-TZVPD.

XYZ file:
```
14
Properties=species:S:1:pos:R:3:nbo_charge:R:1
C -1.54015 0.04382 -0.52906 -0.408
C -0.70782 -0.55797 0.31037 -0.172
C -1.08668 -1.43062 1.47020 -0.652
H -1.30759 0.55624 -1.45065 0.211
H -2.58261 -0.04096 -0.27170 0.186
H 0.35144 -0.52882 0.05982 0.175
H -1.00777 -0.80551 2.36846 0.219
H -2.11130 -1.79041 1.42961 0.220
H -0.33723 -2.21096 1.58451 0.221
O 1.78010 1.98756 -2.38867 -0.537
C 1.80342 1.42819 -1.33840 0.637
O 2.95686 1.05941 -0.73649 -0.692
H 0.90946 1.24548 -0.73464 0.103
H 2.87988 1.04453 0.22665 0.489
```

The calculation puts the total energy at -307.6503 Eh. The energy above the lowest of the compared OMol25 structures with the same formula, charge and spin comes out at 38.96 kcal per mole. Its charge is 0. The value obtained for the HOMO energy is -10.0 eV. The value obtained for the HOMO-LUMO gap is 10.49 eV. The structure (SMILES) is C=CC.O=CO. As for the largest force on an atom: 1.27 eV/A.

A cluster of 2 separate species, H4O2 in total, computed with ωB97M-V/def2-TZVPD.

XYZ file:
```
6
Properties=species:S:1:pos:R:3:nbo_charge:R:1
O 0.11710 -1.13901 1.16839 -0.962
H 0.44495 -2.01366 1.39061 0.471
H 0.74649 -0.67309 0.52297 0.490
O -0.15599 1.01075 -1.18384 -0.943
H -0.02355 1.78520 -0.58755 0.469
H -1.12902 1.02981 -1.31058 0.475
```

The calculation puts the total energy at -152.8664 Eh. The energy above the lowest of the compared OMol25 structures with the same formula, charge and spin comes out at 5.33 kcal per mole. Its charge is 0. The value obtained for the HOMO energy is -11.2 eV. The value obtained for the HOMO-LUMO gap is 12.09 eV. The structure (SMILES) is O.O. As for the largest force on an atom: 2.41 eV/A.

The ion C2H9N5 with charge +2, computed with ωB97M-V/def2-TZVPD.

XYZ file:
```
16
Properties=species:S:1:pos:R:3:nbo_charge:R:1
N 2.61321 -0.67492 -0.33154 -0.656
C 1.80698 0.23735 0.02597 0.424
N 0.50748 0.05633 -0.38844 -0.594
C -0.65704 0.79614 0.06595 0.592
N -0.56294 2.06892 0.47529 -0.755
N -1.81418 0.24999 0.21379 -0.342
N -2.13508 -1.22180 0.10066 -0.566
H 3.60964 -0.76787 -0.03677 0.477
H 2.40089 -1.55989 -0.85160 0.449
H 2.07104 1.09371 0.67679 0.291
H 0.31155 -0.74867 -0.96780 0.414
H -1.43654 2.40871 0.85902 0.451
H -0.10275 2.80065 -0.06158 0.439
H -2.04116 -1.82128 0.97914 0.465
H -3.14339 -1.21413 -0.30754 0.504
H -1.42773 -1.70324 -0.45134 0.407
```

The calculation puts the total energy at -354.6993 Eh. The energy above the lowest of the compared OMol25 structures with the same formula, charge and spin comes out at 38.99 kcal per mole. Its charge is +2. The value obtained for the HOMO energy is -18.7 eV. The value obtained for the HOMO-LUMO gap is 10.27 eV. The structure (SMILES) is N/C=[NH+]/C(N)=N\[NH3+]. As for the largest force on an atom: 4.17 eV/A.

An isolated molecule of H2N2O3, computed with ωB97M-V/def2-TZVPD.

XYZ file:
```
7
Properties=species:S:1:pos:R:3:nbo_charge:R:1
O -1.56742 -0.60685 0.08704 -0.364
N -0.57885 0.04651 0.02179 0.612
O -0.53713 1.26594 -0.06573 -0.353
N 0.64138 -0.77696 -0.01089 -0.256
O 1.69724 0.18696 -0.05501 -0.522
H 0.55480 -1.58908 -0.73343 0.401
H 2.26598 -0.06617 0.92676 0.482
```

The calculation puts the total energy at -336.2158 Eh. The energy above the lowest of the compared OMol25 structures with the same formula, charge and spin comes out at 30.90 kcal per mole. Its charge is 0. The value obtained for the HOMO energy is -10.9 eV. The value obtained for the HOMO-LUMO gap is 11.27 eV. The structure (SMILES) is O=[N+]([O-])NO. As for the largest force on an atom: 5.30 eV/A.

A cluster of 2 separate species, C3H11NP2Si in total, computed with ωB97M-V/def2-TZVPD.

XYZ file:
```
18
Properties=species:S:1:pos:R:3:nbo_charge:R:1
C -1.38760 0.28683 1.70957 -1.064
C -0.14451 1.15531 -1.11086 -1.162
C -0.73783 -1.73695 -0.20208 -1.123
N 4.45354 -1.66278 -1.43842 -0.754
Si -0.04479 -0.05170 0.30701 1.267
P 3.22124 -0.91120 -0.99684 0.805
P 1.75658 0.33648 1.60969 -0.087
H -1.33570 1.12992 2.32034 0.230
H -2.41558 0.35228 1.32590 0.226
H -1.31439 -0.58247 2.34938 0.226
H -1.14274 1.64952 -1.01689 0.256
H 0.56074 2.06036 -1.28378 0.264
H -0.25862 0.49923 -1.97903 0.242
H -0.65980 -2.22460 -1.16702 0.248
H -0.37644 -2.57573 0.41385 0.252
H -1.78560 -1.51513 0.04898 0.246
H 2.20358 -0.56759 -2.04728 -0.032
H 1.51816 -0.70313 2.46808 -0.039
```

The calculation puts the total energy at -1147.6985 Eh. The energy above the lowest of the compared OMol25 structures with the same formula, charge and spin comes out at 67.84 kcal per mole. Its charge is 0. The value obtained for the HOMO energy (alpha / beta) is -9.4 / -8.4 eV. The value obtained for the HOMO-LUMO gap (alpha / beta) is 8.05 / 6.79 eV. As for the largest force on an atom: 2.15 eV/A.

A structure of composition C18H25N2O8S4W, computed with ωB97M-V/def2-TZVPD.

XYZ file:
```
58
Properties=species:S:1:pos:R:3:nbo_charge:R:1
W 0.50639 1.05105 0.11132 1.528
C 0.48596 -3.60226 -0.91703 -0.529
C -0.27055 -2.94223 0.22149 -0.499
S -0.73581 -1.22837 -0.32475 0.299
C -2.36100 -0.98626 0.53019 -0.519
C -3.34702 -0.48869 -0.51210 -0.526
S -2.56275 0.81554 -1.52982 0.225
C -2.22654 -0.04655 -3.11600 -0.525
C -1.11459 0.69298 -3.83627 -0.523
S 0.53322 0.64294 -3.02798 0.292
C 1.30799 -0.80263 -3.85112 -0.526
C 0.90135 -2.15290 -3.30630 -0.518
S 1.66235 -2.40617 -1.65726 0.184
H -0.18173 -3.94008 -1.70634 0.235
H 1.06112 -4.45330 -0.55436 0.253
H 0.34379 -2.89065 1.11691 0.220
H -1.19196 -3.47815 0.44078 0.244
H -2.21859 -0.24224 1.31632 0.241
H -2.68088 -1.93015 0.96871 0.241
H -4.21185 -0.03378 -0.03046 0.258
H -3.67437 -1.28016 -1.18304 0.233
H -3.13436 -0.01366 -3.72066 0.243
H -1.96461 -1.08112 -2.89968 0.215
H -1.35320 1.75614 -3.89643 0.252
H -0.98152 0.30343 -4.84476 0.245
H 2.38008 -0.65560 -3.72185 0.241
H 1.06791 -0.72452 -4.91105 0.244
H 1.27099 -2.93934 -3.96570 0.241
H -0.17803 -2.23562 -3.20207 0.216
O -2.27365 0.73486 5.20682 -0.430
C -1.33897 0.77549 6.09937 0.802
O -1.09552 0.78617 7.24444 -0.491
C -0.83870 0.76411 4.70499 0.012
C -0.37156 -0.46427 4.05569 -0.198
C 0.18913 -0.42491 2.83462 -0.015
N 0.34654 0.72845 2.08020 -0.605
C 0.15564 1.90563 2.81396 0.045
C -0.38837 1.98390 4.03649 -0.165
C 0.70820 3.14921 2.11211 0.747
O 0.71890 4.22759 2.64059 -0.545
O 1.16154 2.84464 0.93734 -0.742
H -0.46835 -1.39641 4.58789 0.242
H 0.59114 -1.33073 2.39200 0.203
H -0.45983 2.94640 4.52074 0.270
C 3.15912 1.98586 -1.51066 -0.248
O 3.37671 0.83465 -0.71329 -0.462
C 2.39553 0.31950 0.01480 0.217
C 3.00886 -0.69143 0.95451 -0.702
H 3.23461 1.72109 -2.56834 0.205
H 3.96059 2.68482 -1.26320 0.230
H 2.17969 2.46143 -1.30649 0.200
H 4.04941 -0.86336 0.68561 0.259
H 2.47882 -1.64176 0.92519 0.225
H 2.98382 -0.29198 1.97091 0.259
O -1.78154 3.92126 -0.57038 -0.257
N -1.17265 2.93526 -0.34862 0.735
O -1.40481 2.15413 0.58869 -0.473
O -0.23611 2.53273 -1.11665 -0.503
```

The calculation puts the total energy at -3071.7225 Eh. The energy above the lowest of the compared OMol25 structures with the same formula, charge and spin comes out at 62.08 kcal per mole. Its charge is +1. The value obtained for the HOMO energy (alpha / beta) is -11.3 / -11.3 eV. The value obtained for the HOMO-LUMO gap (alpha / beta) is 6.08 / 6.40 eV. As for the largest force on an atom: 2.45 eV/A.

A structure of composition C15H31IP2Ti, computed with ωB97M-V/def2-TZVPD.

XYZ file:
```
50
Properties=species:S:1:pos:R:3:mulliken_spin:R:1
P 2.03071 0.44325 1.13534 -0.038
P -0.04643 0.53808 -2.01144 -0.005
C 1.73069 1.69260 -0.27238 -0.008
C 0.24472 1.80757 -0.63987 -0.002
H 2.35264 1.32420 -1.10882 -0.004
H 2.08850 2.69139 0.02803 0.002
H -0.39593 1.46835 0.17643 0.000
H -0.10156 2.83024 -0.92527 0.001
C 1.15819 1.43627 -3.22413 -0.003
H 1.23239 0.77661 -4.08390 0.001
H 2.15339 1.54724 -2.79448 0.000
H 0.76370 2.41902 -3.52377 0.000
C -1.42806 1.55068 -2.78665 0.000
H -1.02833 2.44185 -3.28240 0.000
H -2.20799 1.89712 -2.10829 0.000
H -1.95137 0.94353 -3.52585 0.000
C 3.68504 -0.29026 1.00929 0.076
H 3.70157 -1.15467 1.69669 -0.010
H 4.44933 0.43190 1.32693 0.004
H 3.84788 -0.65340 -0.01786 0.001
C 2.44589 2.01730 2.22321 0.000
H 1.62707 2.76375 2.35952 0.000
H 3.25697 2.59316 1.72382 0.001
H 2.83600 1.79577 3.23415 0.000
Ti 2.22526 -3.81738 -0.99738 2.047
C -3.12073 -0.42310 -0.49376 -0.003
C -1.82792 -0.36029 -0.93554 0.027
C -0.75206 -1.15277 0.02649 -0.168
C -0.61101 -0.90303 1.55779 -0.016
C -0.61916 0.51621 2.40747 0.014
C -1.72511 1.26087 2.39766 0.000
C -2.99398 0.91606 1.66305 0.000
C -3.42943 -0.49316 0.93998 -0.001
C 0.33017 -4.54189 -0.69114 -0.022
H -3.96027 -0.64076 -1.18341 0.000
H -1.83152 -0.87061 -1.93059 0.000
H 0.30203 -1.25068 -0.42003 0.154
H -1.09648 -2.20361 -0.13057 -0.023
H -1.47326 -1.47111 1.96937 0.005
H 0.24977 -1.53170 1.86517 0.005
H 0.07994 0.48868 3.24920 0.001
H -1.66863 2.37463 2.82847 0.000
H -3.01023 1.73387 0.91454 0.000
H -3.84287 1.11304 2.32690 0.000
H -3.01007 -1.43381 1.36644 0.000
H -4.52274 -0.53914 1.05102 0.000
H 0.03005 -4.92326 -1.66853 0.001
H -0.37623 -3.87615 -0.23630 -0.018
H 0.49830 -5.43367 -0.08178 0.003
I 3.71116 -5.84879 -0.40277 -0.022
```

The calculation puts the total energy at -2419.6621 Eh. As for the multiplicity: 3. The energy above the lowest of the compared OMol25 structures with the same formula, charge and spin comes out at 1.80 kcal per mole. Its charge is 0. The value obtained for the HOMO energy (alpha / beta) is -7.7 / -8.1 eV. The value obtained for the HOMO-LUMO gap (alpha / beta) is 7.45 / 7.06 eV. The expectation value of S² is 2.01. As for the largest force on an atom: 5.51 eV/A.